No. 1
{
  "formula": "C10H27IInO10P2",
  "method": "ωB97M-V/def2-TZVPD",
  "symbols": ["O", "C", "O", "C", "C", "C", "In", "I", "H", "H", "H", "H", "H", "H", "H", "H", "H", "C", "O", "P", "O", "O", "C", "O", "C", "H", "H", "H", "H", "H", "H", "H", "H", "H", "C", "O", "P", "O", "O", "C", "O", "C", "H", "H", "H", "H", "H", "H", "H", "H", "H"],
  "positions_angstrom": [[-0.54289, -1.89844, -3.03711], [-1.39353, -1.75865, -3.84588], [-1.76601, -2.89756, -4.56791], [-2.09472, -0.41979, -4.09094], [-3.47400, -0.56797, -4.82501], [-4.58803, -0.66439, -3.69502], [-6.22096, -1.99752, -4.49342], [-8.63723, -0.54512, -4.16287], [-2.27858, -3.41540, -3.92509], [-1.42754, 0.25191, -4.66348], [-2.24516, 0.03722, -3.09944], [-3.68769, 0.29491, -5.47858], [-3.53278, -1.49915, -5.40798], [-4.10209, -1.18908, -2.84615], [-4.95274, 0.33883, -3.41539], [-6.20151, -3.54099, -3.58981], [-5.89209, -2.39393, -6.21850], [-0.94600, -1.16936, 2.94274], [-0.59992, -2.44274, 2.41046], [1.05007, -2.79723, 2.24958], [1.43361, -2.16537, 3.57092], [1.18407, -1.77704, 0.97532], [0.33330, -2.01760, -0.16939], [2.59633, -3.42970, 1.97607], [3.69878, -2.55645, 2.17065], [-1.98491, -0.97798, 2.67047], [-0.86851, -1.18235, 4.02897], [-0.31878, -0.37831, 2.52926], [-0.45149, -1.26155, -0.19161], [-0.13018, -3.00307, -0.12847], [0.92893, -1.94297, -1.07313], [3.94933, -2.50389, 3.23006], [3.49610, -1.55763, 1.78331], [4.54804, -2.97821, 1.63148], [1.83652, 1.49450, 0.89968], [1.28727, 2.18125, 2.02151], [1.87658, 3.72767, 2.34482], [1.96800, 4.22312, 0.92677], [3.29172, 3.10385, 2.90297], [3.23502, 2.10512, 3.93344], [2.16626, 5.20119, 3.10785], [3.25865, 5.97393, 2.62731], [1.61628, 0.43397, 1.02534], [1.36382, 1.83830, -0.01931], [2.91767, 1.62547, 0.83876], [3.47579, 1.13299, 3.50030], [2.24772, 2.04740, 4.39188], [3.96872, 2.35118, 4.69895], [2.95717, 6.53317, 1.74219], [4.12400, 5.35208, 2.40073], [3.52758, 6.68137, 3.41268]],
  "charge": -1,
  "homo_lumo_gap_ev": 3.80,
  "de_lowest_ev": 0.0000,
  "molar_mass_g_mol": 611.0,
  "spin_multiplicity": 1
}



No. 2
{
  "formula": "C10H28AsO3P2S",
  "method": "ωB97M-V/def2-TZVPD",
  "symbols": ["C", "C", "C", "C", "C", "C", "As", "C", "C", "C", "C", "O", "P", "S", "P", "O", "O", "H", "H", "H", "H", "H", "H", "H", "H", "H", "H", "H", "H", "H", "H", "H", "H", "H", "H", "H", "H", "H", "H", "H", "H", "H", "H", "H", "H"],
  "positions_angstrom": [[-1.03996, 2.20120, -5.21530], [-1.07813, 2.66661, -3.76150], [-1.65719, 1.59135, -2.82741], [-1.01525, 1.61537, -1.44060], [-1.88887, 0.82967, -0.44132], [-1.52298, -0.65781, -0.38203], [-0.34682, -1.19110, 1.18515], [0.62943, 0.60267, 1.29123], [1.86143, 0.54063, 2.21237], [1.49296, 0.48894, 3.70735], [2.39231, -0.51072, 4.41731], [3.76505, -0.10222, 4.39338], [-1.39302, -3.38433, 1.20970], [-1.84366, -4.16981, -0.54972], [1.47944, -1.98665, -0.10517], [1.44824, -1.27847, -1.62825], [1.45707, -3.66084, -0.21982], [-1.95329, 1.65706, -5.44089], [-0.94161, 3.04638, -5.88882], [-0.21716, 1.50907, -5.37236], [-0.06091, 2.87341, -3.42733], [-1.64387, 3.59197, -3.69634], [-1.50650, 0.62756, -3.30846], [-2.73298, 1.75983, -2.77433], [-0.88462, 2.65199, -1.13855], [-0.07316, 1.08773, -1.56087], [-1.94370, 1.30600, 0.53685], [-2.89903, 0.87970, -0.84601], [-1.14075, -0.95921, -1.35561], [-2.45938, -1.19581, -0.25288], [0.47556, -1.69340, 2.45439], [-1.46018, -0.66215, 2.18416], [-0.02729, 1.34116, 1.74088], [0.99727, 0.92499, 0.32203], [2.49240, -0.30250, 1.95425], [2.40709, 1.47104, 2.05563], [1.65887, 1.43622, 4.21637], [0.47788, 0.13181, 3.86179], [2.11280, -0.65423, 5.45955], [2.32807, -1.48392, 3.93080], [4.12132, -0.34300, 3.52492], [-2.60175, -3.22285, 1.94027], [-0.55749, -4.24901, 1.96279], [2.36313, -1.20022, -1.93204], [0.92923, -3.92411, -0.99553]],
  "charge": -1,
  "homo_lumo_gap_ev": 6.35,
  "molar_mass_g_mol": 365.3,
  "spin_multiplicity": 1
}



No. 3
{
  "formula": "C10H28GaO2P2",
  "method": "ωB97M-V/def2-TZVPD",
  "symbols": ["Ga", "H", "H", "P", "P", "C", "H", "H", "H", "C", "H", "H", "H", "C", "H", "H", "H", "C", "H", "H", "H", "C", "H", "H", "H", "C", "H", "H", "H", "C", "O", "H", "C", "C", "C", "O", "H", "H", "H", "H", "H", "H", "H"],
  "positions_angstrom": [[-0.51505, 0.94183, -0.78771], [2.31838, -0.00398, 1.23368], [1.64267, 0.15533, 0.91795], [0.42030, 2.60313, 0.94369], [-0.00777, -0.86826, -2.46358], [-1.62057, -1.61507, -2.89193], [-1.53313, -2.18633, -3.82712], [-1.96100, -2.28324, -2.08990], [-2.36449, -0.81588, -3.01914], [0.56856, -0.09593, -4.01549], [1.59640, 0.24920, -3.88935], [0.52142, -0.80712, -4.84218], [-0.06285, 0.76492, -4.23952], [1.09546, -2.30273, -2.19911], [0.75016, -2.92562, -1.36101], [1.12202, -2.92595, -3.10679], [2.11595, -1.95420, -1.98288], [0.87496, 4.10590, 0.00305], [1.04594, 4.95486, 0.67776], [1.79093, 3.91271, -0.57088], [0.07002, 4.35108, -0.69884], [-0.96868, 3.13269, 2.00859], [-1.19317, 2.33779, 2.73230], [-0.70781, 4.05713, 2.54028], [-1.85893, 3.29747, 1.38839], [1.81108, 2.43363, 2.12961], [2.72328, 2.14840, 1.59246], [1.99065, 3.37678, 2.66466], [1.58132, 1.64568, 2.85752], [-1.47607, -0.51422, 0.23712], [-2.45005, -0.07662, 0.84843], [-0.54570, 2.03205, -1.91290], [0.63368, -2.59477, 1.67736], [-0.85890, -2.62444, 1.44609], [-1.69057, -2.22646, 2.62761], [-1.12875, -1.82372, 0.17778], [0.97351, -1.68960, 2.19186], [1.21526, -2.67882, 0.75492], [0.90425, -3.44600, 2.31497], [-1.14243, -3.62203, 1.10387], [-1.38586, -1.24215, 3.01762], [-2.75023, -2.21632, 2.37703], [-1.54420, -2.96113, 3.43376]],
  "charge": 1,
  "homo_lumo_gap_ev": 8.40,
  "molar_mass_g_mol": 312.0,
  "spin_multiplicity": 1
}



No. 4
{
  "formula": "C10H28N2NaO7P",
  "method": "ωB97M-V/def2-TZVPD",
  "symbols": ["Na", "P", "O", "O", "O", "O", "C", "C", "C", "O", "C", "N", "H", "H", "H", "H", "H", "H", "H", "H", "H", "H", "H", "C", "C", "C", "O", "C", "N", "H", "H", "H", "H", "H", "H", "H", "H", "H", "H", "H", "C", "C", "O", "H", "H", "H", "H", "H", "H"],
  "positions_angstrom": [[1.74166, 15.39253, 27.42599], [2.90560, 15.96222, 25.19283], [2.37101, 14.50099, 25.15539], [3.83027, 16.27664, 26.41593], [1.70383, 16.97114, 25.22978], [3.69881, 16.19373, 23.89537], [-1.17770, 18.06906, 30.05809], [-0.04988, 17.01134, 29.78540], [-0.32035, 15.67184, 30.47622], [0.82312, 14.85751, 30.43880], [0.59124, 13.64491, 31.06194], [-0.07891, 16.89699, 28.36118], [-1.22733, 18.09081, 31.14675], [-2.12545, 17.67235, 29.69416], [-1.06048, 19.06490, 29.63069], [0.90945, 17.35281, 30.17424], [-1.22326, 15.27007, 30.01640], [-0.55107, 15.83082, 31.52959], [1.53370, 13.15626, 30.81473], [-0.17067, 13.08489, 30.51975], [0.30475, 13.72727, 32.11038], [0.32452, 17.73880, 27.97557], [-1.00875, 16.83451, 27.97184], [0.69308, 11.93256, 27.53305], [-0.42698, 12.62373, 26.74828], [-1.67549, 12.74895, 27.61756], [-2.05038, 11.45027, 28.17517], [-2.68585, 10.65195, 27.17368], [0.08678, 13.88065, 26.41758], [0.35488, 10.99117, 27.96606], [1.05272, 12.60530, 28.31164], [1.50965, 11.76854, 26.82991], [-0.58895, 12.02831, 25.84975], [-2.53031, 13.23592, 27.14825], [-1.45481, 13.36086, 28.49218], [-3.59334, 11.15853, 26.84511], [-3.21932, 9.85488, 27.69156], [-2.08150, 10.34834, 26.31888], [0.96294, 13.73383, 25.93706], [-0.46613, 14.31183, 25.69062], [4.38099, 12.13084, 28.87884], [4.40087, 13.07047, 27.73139], [3.96883, 14.30663, 28.20628], [4.61237, 11.10666, 28.58625], [3.40902, 12.00884, 29.35685], [5.10900, 12.40271, 29.64316], [3.81684, 12.70224, 26.88794], [5.41913, 13.13198, 27.34738], [4.10957, 14.89872, 27.46382]],
  "charge": -2,
  "homo_lumo_gap_ev": 2.39,
  "de_lowest_ev": 2.1368,
  "molar_mass_g_mol": 342.3,
  "spin_multiplicity": 1
}



No. 5
{
  "formula": "C10H28N8O20S",
  "method": "ωB97M-V/def2-TZVPD",
  "symbols": ["C", "N", "O", "O", "H", "H", "H", "C", "N", "O", "O", "H", "H", "H", "C", "N", "O", "O", "H", "H", "H", "C", "N", "O", "O", "H", "H", "H", "C", "N", "O", "O", "H", "H", "H", "C", "N", "O", "O", "H", "H", "H", "C", "N", "O", "O", "H", "H", "H", "C", "N", "O", "O", "H", "H", "H", "O", "S", "O", "O", "C", "C", "O", "H", "H", "H", "H"],
  "positions_angstrom": [[-3.58911, 0.82284, 6.11279], [-2.60182, 0.25607, 5.20388], [-2.01753, -0.72861, 5.62285], [-2.46696, 0.68886, 4.07945], [-4.41156, 0.12536, 6.26809], [-4.06210, 1.72213, 5.72345], [-3.18472, 1.03890, 7.09705], [-0.42783, -0.37020, -5.79211], [-1.46328, 0.63422, -6.18531], [-1.96181, 0.57338, -7.27018], [-1.72175, 1.50234, -5.38443], [-0.42860, -1.06248, -6.62773], [-0.71807, -0.77509, -4.83195], [0.50272, 0.19056, -5.81011], [3.62543, -0.05425, -2.36575], [3.75612, -0.06109, -3.84254], [4.50127, 0.73332, -4.36557], [3.02314, -0.80576, -4.46874], [4.66121, -0.22405, -2.06098], [3.00763, -0.90795, -2.11762], [3.30907, 0.92353, -2.02005], [0.57451, 3.41810, -2.12631], [1.94364, 3.72476, -1.57670], [2.49409, 2.88858, -0.89016], [2.38307, 4.81624, -1.83392], [0.85611, 3.31347, -3.17457], [-0.12666, 4.23246, -1.98926], [0.20783, 2.50668, -1.67087], [-0.52787, 5.57871, 2.49102], [-0.98400, 4.16922, 2.58253], [-1.93408, 3.82526, 1.90008], [-0.34016, 3.41070, 3.27877], [-0.96069, 6.12670, 3.32368], [-0.83880, 6.05611, 1.56846], [0.55529, 5.50702, 2.53074], [-0.85507, -4.52026, 1.05871], [0.01311, -5.65341, 1.45729], [1.04099, -5.39410, 2.04683], [-0.33544, -6.76418, 1.11517], [-0.73873, -3.59398, 1.60479], [-1.89155, -4.84452, 1.08765], [-0.53275, -4.40615, 0.02103], [4.35398, -0.63045, 1.92965], [4.65603, -2.03735, 2.34864], [5.25310, -2.10482, 3.40534], [4.37791, -2.92808, 1.60725], [3.47702, -0.28258, 2.47109], [4.11510, -0.71077, 0.87105], [5.17805, 0.04020, 2.13274], [-3.58014, -2.34860, -1.54518], [-4.62709, -3.38960, -1.60127], [-4.48796, -4.32049, -0.84239], [-5.53601, -3.27394, -2.37958], [-3.86067, -1.53999, -2.21451], [-2.64869, -2.80015, -1.86906], [-3.56568, -1.95201, -0.53485], [1.26390, -1.66155, -0.31721], [0.16339, -0.79693, -0.69550], [-0.30597, -0.94043, -2.02821], [-0.99174, -0.94269, 0.42112], [-0.56814, -0.18778, 1.57152], [0.21756, 1.04614, 1.00487], [0.54871, 0.70160, -0.34850], [-1.48331, 0.11795, 2.06399], [0.03766, -0.82706, 2.21121], [1.12061, 1.24030, 1.57413], [-0.44190, 1.90962, 0.99423]],
  "charge": 0,
  "homo_lumo_gap_ev": 10.10,
  "de_lowest_ev": 0.0000,
  "smiles": "C[N+](=O)[O-].C[N+](=O)[O-].C[N+](=O)[O-].C[N+](=O)[O-].C[N+](=O)[O-].C[N+](=O)[O-].C[N+](=O)[O-].C[N+](=O)[O-].O=S1(=O)OCCO1",
  "molar_mass_g_mol": 612.4,
  "spin_multiplicity": 1
}



No. 6
{
  "formula": "C10H29AgClNO7",
  "method": "ωB97M-V/def2-TZVPD",
  "symbols": ["Ag", "Cl", "C", "C", "C", "O", "C", "N", "H", "H", "H", "H", "H", "H", "H", "H", "H", "H", "H", "C", "C", "O", "O", "H", "H", "H", "H", "H", "H", "C", "C", "O", "O", "H", "H", "H", "H", "H", "H", "C", "C", "O", "O", "H", "H", "H", "H", "H", "H"],
  "positions_angstrom": [[0.94534, -4.57291, -2.29725], [0.54834, -2.20298, -1.12674], [-0.12344, 2.14273, -2.26190], [-0.16435, 2.11043, -0.73012], [-1.57945, 1.87643, -0.12537], [-1.56982, 2.02114, 1.25420], [-1.55598, 3.33944, 1.79278], [0.75016, 1.10801, -0.26137], [-0.17336, 1.11603, -2.62803], [0.81811, 2.56748, -2.61242], [-0.87583, 2.80306, -2.68758], [0.18350, 3.07565, -0.34231], [-1.94685, 0.87203, -0.34599], [-2.21887, 2.64174, -0.57828], [-0.58579, 3.81984, 1.61876], [-1.70081, 3.22109, 2.86286], [-2.33944, 3.96119, 1.35508], [0.74779, 1.03769, 0.76179], [0.59847, 0.20484, -0.73783], [0.57630, -1.26817, 2.76398], [-0.32518, -2.48069, 2.70226], [0.26493, -3.49688, 1.94027], [-0.07388, -0.18599, 3.43265], [0.84832, -0.93969, 1.75049], [1.49426, -1.43551, 3.32370], [-1.34414, -2.17098, 2.44263], [-0.41254, -2.84098, 3.72980], [0.48133, -3.14960, 1.05839], [-0.69302, 0.26992, 2.85417], [-3.27166, -1.88662, -2.27378], [-4.43225, -0.91123, -2.48301], [-5.45909, -1.19041, -1.57374], [-2.68812, -1.59363, -0.98454], [-2.43450, -1.79475, -2.97455], [-3.64800, -2.91283, -2.25435], [-4.84106, -1.06942, -3.47852], [-4.03180, 0.10102, -2.37368], [-5.15794, -1.09787, -0.66459], [-1.73815, -1.73458, -1.01181], [4.02793, 0.30285, 0.14499], [5.44905, 0.38838, 0.61077], [6.33565, 0.27024, -0.48120], [3.68328, -1.08492, -0.07204], [3.89093, 0.78866, -0.82639], [3.30798, 0.74079, 0.85473], [5.63176, -0.42052, 1.32549], [5.61952, 1.35026, 1.08981], [6.31398, -0.59203, -0.90003], [2.86839, -1.09776, -0.58216]],
  "charge": 1,
  "homo_lumo_gap_ev": [7.24, 4.52],
  "de_lowest_ev": 0.0799,
  "molar_mass_g_mol": 418.7,
  "spin_multiplicity": 2
}